{"formula": "C24H35F6N8O15S2V2", "method": "ωB97M-V/def2-TZVPD", "species": ["V", "V", "N", "O", "O", "O", "N", "O", "O", "O", "N", "O", "O", "O", "C", "F", "F", "F", "S", "O", "O", "O", "C", "F", "F", "F", "S", "O", "O", "O", "N", "C", "C", "C", "C", "H", "H", "H", "H", "H", "N", "C", "C", "C", "C", "H", "H", "H", "H", "H", "N", "C", "C", "C", "C", "H", "H", "H", "H", "H", "N", "C", "C", "C", "C", "H", "H", "H", "H", "H", "C", "C", "N", "C", "C", "C", "C", "H", "H", "H", "H", "H", "H", "H", "H", "H", "H", "H", "H", "H", "H", "H"], "coordinates": [[-0.056, -2.094, -3.039], [3.963, 0.308, -0.987], [-0.978, -4.388, -0.768], [-0.812, -3.651, -1.751], [-1.008, -3.814, 0.318], [-1.185, -5.562, -0.967], [3.294, -2.366, -2.627], [3.868, -1.551, -1.910], [2.074, -2.468, -2.604], [3.895, -2.721, -3.596], [4.160, 2.134, 1.042], [3.891, 2.344, -0.175], [3.925, 2.872, 1.921], [4.410, 0.898, 1.047], [-0.244, -0.185, 1.431], [-1.399, 0.321, 1.308], [0.496, 0.548, 2.248], [-0.202, -1.417, 1.929], [0.646, -0.066, -0.332], [0.051, -1.076, -1.246], [0.293, 1.211, -0.940], [2.130, -0.129, -0.243], [1.157, 2.558, -4.111], [1.737, 3.553, -3.397], [-0.091, 2.509, -3.684], [1.194, 2.722, -5.424], [1.980, 0.827, -3.813], [0.883, -0.204, -3.626], [2.760, 0.515, -4.978], [2.805, 0.970, -2.578], [-4.461, 1.719, 5.019], [-4.885, 1.257, 3.823], [-3.745, 0.729, 3.199], [-2.701, 0.817, 4.092], [-3.162, 1.414, 5.267], [-5.088, 2.124, 5.700], [-5.909, 1.268, 3.481], [-3.650, 0.292, 2.216], [-1.693, 0.482, 3.897], [-2.752, 1.544, 6.257], [0.455, -0.524, 7.517], [1.380, 0.317, 8.137], [1.990, 1.075, 7.049], [1.327, 0.757, 5.891], [0.360, -0.197, 6.168], [-0.126, -1.197, 7.996], [1.446, 0.196, 9.208], [2.659, 1.918, 7.140], [1.548, 1.231, 4.946], [-0.279, -0.647, 5.423], [1.251, 6.227, 0.437], [0.624, 6.547, -0.750], [0.427, 5.290, -1.370], [0.924, 4.310, -0.617], [1.202, 4.874, 0.591], [1.503, 6.921, 1.126], [0.380, 7.586, -0.919], [0.004, 5.038, -2.331], [0.979, 3.301, -0.997], [1.630, 4.313, 1.408], [3.199, -3.669, 0.572], [2.224, -2.912, 1.229], [2.965, -2.217, 2.214], [4.338, -2.440, 2.042], [4.421, -3.421, 1.039], [2.968, -4.390, -0.096], [1.177, -3.082, 1.023], [2.632, -1.597, 3.033], [5.127, -2.111, 2.703], [5.287, -4.008, 0.769], [-3.120, -1.028, -1.239], [-3.237, -1.807, -2.537], [-2.138, -1.508, -3.547], [-2.343, -0.068, -3.885], [-1.891, 0.427, -5.335], [-2.570, -2.350, -4.717], [-2.786, -3.885, -4.562], [-4.066, -1.245, -0.743], [-2.999, 0.053, -1.168], [-2.313, -1.409, -0.613], [-3.239, -2.877, -2.329], [-4.192, -1.685, -3.048], [-3.365, 0.308, -3.929], [-1.854, 0.617, -3.193], [-2.700, 0.072, -5.973], [-1.986, 1.512, -5.273], [-0.867, 0.144, -5.577], [-1.900, -2.287, -5.575], [-3.486, -1.892, -5.091], [-3.863, -4.038, -4.505], [-2.384, -4.432, -3.710], [-2.318, -4.352, -5.429]], "forces_ev_per_a": [[0.16, 1.24, 4.28], [-2.90, 0.79, 1.47], [-1.06, -1.21, 3.42], [1.43, 3.65, -6.10], [0.17, -0.49, 0.10], [0.28, -0.18, 0.09], [0.15, 1.86, -4.79], [1.94, 2.50, 4.06], [-3.29, -1.15, 1.47], [0.94, -2.15, -0.50], [-2.41, -1.11, -2.19], [-0.27, 2.21, -3.28], [1.07, -0.11, 0.56], [1.60, -3.36, 2.09], [3.26, -1.01, 0.62], [-1.57, 0.10, -0.53], [0.18, 0.53, -0.33], [-0.83, 0.38, -0.86], [0.22, 2.95, -3.53], [-0.07, -1.85, 0.49], [-0.27, -0.71, 1.82], [-0.44, -0.99, 1.24], [0.00, 0.26, 1.21], [0.16, -1.53, -1.60], [-0.30, -0.32, -0.28], [0.19, 0.36, 0.80], [0.57, -1.89, -0.43], [0.02, 0.75, -0.25], [-0.52, 0.65, 0.72], [0.15, 0.29, 0.05], [-1.17, 0.00, 1.17], [1.15, -0.52, -1.41], [-1.69, 0.05, -0.47], [1.28, 0.30, 1.56], [0.27, -0.37, -0.91], [0.19, -0.11, -0.07], [0.13, 0.33, 0.19], [-0.41, 0.07, 0.06], [-0.04, 0.05, 0.26], [0.22, 0.22, -0.31], [0.21, 1.38, -0.92], [0.21, -0.12, -2.86], [-0.80, -0.37, 3.91], [-0.92, -0.66, -0.65], [0.84, -0.06, 0.03], [0.13, 0.23, -0.14], [0.56, 0.45, -0.14], [0.22, -0.30, 0.27], [-0.26, -0.20, -0.10], [-0.20, -0.36, 0.57], [-1.51, 0.23, 0.16], [0.37, -1.45, -0.05], [-1.10, 3.99, -2.93], [-0.24, -2.05, 1.48], [2.70, -1.14, 0.90], [-0.19, -0.39, 0.06], [-0.02, -0.28, -0.48], [-0.11, 0.80, -0.16], [-0.07, -0.03, 0.86], [0.12, 0.60, 0.34], [-1.84, 0.01, -0.49], [2.23, -0.23, 1.28], [-1.34, 0.43, -0.61], [-0.18, -1.68, -0.91], [1.57, 0.92, 1.13], [0.15, 0.14, 0.12], [0.15, 0.11, 0.12], [-0.56, 0.10, -0.27], [-0.02, 0.02, -0.22], [-0.13, 0.09, -0.32], [-0.37, -0.49, 0.81], [0.86, 0.04, 0.54], [-0.81, -0.58, -0.21], [1.49, 2.18, -1.90], [-0.75, -0.78, 1.85], [0.50, -0.57, -0.83], [-0.24, 0.44, 0.35], [0.06, 0.02, 0.40], [-0.15, 0.07, -0.98], [-0.14, -0.38, -0.09], [0.44, 0.09, 0.26], [0.03, 0.63, -0.12], [-0.53, -1.08, 0.71], [0.24, -0.67, 0.46], [0.72, -0.03, -0.71], [0.20, -0.03, -0.17], [-0.25, -0.04, -0.40], [0.51, 0.71, 0.23], [-0.16, -0.10, 0.08], [0.12, -0.43, -0.34], [0.31, 0.53, 0.29], [-0.54, -0.12, -0.10]], "lowdin_spin": [2.034, 2.042, 0.001, -0.038, -0.010, -0.010, 0.003, 0.017, 0.024, 0.000, 0.005, -0.058, 0.013, -0.063, -0.002, 0.000, -0.001, 0.000, 0.007, 0.009, 0.004, 0.030, -0.001, 0.000, 0.000, 0.000, 0.005, 0.011, -0.001, 0.011, 0.000, 0.000, 0.000, 0.000, 0.000, 0.000, 0.000, 0.000, 0.000, 0.000, 0.000, 0.000, 0.000, 0.000, 0.000, 0.000, 0.000, 0.000, 0.000, 0.000, 0.000, 0.000, 0.000, 0.000, 0.000, 0.000, 0.000, 0.000, 0.000, 0.000, 0.000, -0.001, 0.000, -0.001, 0.000, 0.000, 0.000, 0.000, 0.000, 0.000, 0.000, 0.001, -0.027, 0.000, 0.000, 0.001, 0.001, 0.000, 0.000, 0.000, 0.000, -0.001, -0.001, 0.000, 0.000, 0.000, 0.000, 0.000, -0.001, 0.000, 0.000, 0.000], "lumo_energy_ev": [-6.7, -5.3], "e_homo_ev": [-9.48, -9.48], "total_charge": 1, "spin_multiplicity": 5, "e_tot_ha": -5784.97875, "s_squared": 6.0863}